Molecular formula: C22H42Cl3MgN2O4Si
Method: DFT, ωB97M-V/def2-TZVPD

Summary:
Energy ... -85565.199 eV
Gap between HOMO and LUMO ... 6.875 eV
E_LUMO ... 2.36 eV
HOMO level ... -4.514 eV
Total charge ... -1

Last column: Mulliken charge in e.
Element x y z (Å)
Cl -1.010 -0.611 1.505  -0.91
Cl 2.257 -1.762 -0.291  -0.67
Cl -4.819 -3.010 3.842  -0.34
Si -3.313 -2.486 5.161  0.51
Mg 0.853 0.209 0.053  1.24
O 0.304 2.246 0.059  -0.69
O 2.481 1.293 -1.146  -0.06
O 1.967 0.792 1.686  -0.99
O -0.057 0.109 -1.713  -0.03
N -1.628 2.549 -1.155  0.40
N 2.994 0.167 3.636  0.26
C -2.175 3.100 -2.381  -0.80
C -0.370 2.844 -0.802  -0.15
C 4.518 2.435 -0.311  -1.28
C 0.839 -0.224 -3.913  -0.13
C 2.286 -0.073 2.530  0.40
C 2.254 0.631 -6.168  -0.38
C -2.505 1.643 -0.430  -0.64
C 0.008 -0.761 -2.715  -0.25
C 3.888 1.207 -0.945  -0.26
C -1.433 -1.179 -3.047  0.40
C 3.209 -0.870 4.630  -0.93
C 3.500 1.491 3.970  -0.92
C -3.588 -3.456 6.749  -0.93
C -2.037 -0.667 -4.123  0.16
C 1.650 1.567 -5.326  -0.79
C 2.170 -0.738 -5.868  -0.67
C -3.516 -0.647 5.453  -0.88
C -2.103 -2.009 -1.994  -1.26
C -1.725 -2.957 4.298  -0.51
C -3.473 -0.855 -4.481  -1.48
C 1.484 -1.154 -4.720  -0.28
C 0.949 1.143 -4.185  0.53
H 2.000 -1.124 2.369  0.16
H -1.739 -3.049 -2.041  0.29
H -2.807 -3.229 7.489  0.32
H -3.440 -0.110 4.496  0.26
H -1.610 -2.394 3.354  -0.01
H 4.283 -1.012 4.806  0.33
H 0.489 1.859 -3.506  0.09
H 2.771 -1.797 4.249  0.27
H 0.068 3.693 -1.370  0.31
H 2.200 2.222 -1.039  0.10
H 4.532 3.281 -1.009  0.36
H 3.996 2.739 0.602  0.26
H -3.562 -1.389 -5.436  0.30
H 5.552 2.211 -0.047  0.38
H -1.730 -4.035 4.072  0.28
H 0.528 -1.676 -2.380  0.40
H 2.731 -0.597 5.580  0.32
H 2.632 -1.482 -6.513  0.36
H -3.188 -2.025 -2.139  0.34
H -2.789 0.809 -1.088  0.16
H -1.881 -1.627 -0.981  0.00
H -3.153 3.551 -2.181  0.34
H -2.305 2.312 -3.137  0.13
H 1.710 2.636 -5.544  0.36
H -2.740 -0.265 6.132  0.31
H -2.003 1.232 0.457  0.05
H 4.343 1.000 -1.920  0.34
H 3.050 1.827 4.912  0.33
H -1.468 -0.037 -4.813  0.39
H -1.482 3.858 -2.761  0.30
H -4.045 -1.415 -3.730  0.36
H -4.563 -3.208 7.195  0.25
H -3.573 -4.539 6.555  0.25
H 4.017 0.306 -0.335  0.26
H 4.585 1.432 4.115  0.31
H 3.263 2.193 3.171  0.20
H 1.419 -2.203 -4.432  0.42
H -3.424 2.179 -0.150  0.39
H -4.501 -0.436 5.895  0.27
H -0.853 -2.738 4.932  0.23
H -3.965 0.118 -4.621  0.26
H 2.790 0.961 -7.066  0.33

Molecular formula: C22H42ClIO14S6
Method: DFT, ωB97M-V/def2-TZVPD

Summary:
Energy ... -137790.575 eV
Gap between HOMO and LUMO ... 9.804 eV
E_LUMO ... -0.33 eV
HOMO level ... -10.138 eV

Last column: Mulliken charge in e.
Element x y z (Å)
I -2.547 -5.252 1.595  0.01
Cl 0.501 -0.948 1.008  0.05
S 0.274 -8.772 6.439  1.17
S -1.483 0.348 -1.580  1.14
S -0.596 -0.592 3.508  0.70
S 0.602 4.334 -4.507  1.15
S -3.248 4.502 -6.601  1.21
S 5.944 -0.998 4.324  1.13
O 6.772 -0.841 5.493  -0.65
O -1.051 -2.060 4.052  -0.29
O -0.649 -9.648 5.765  -0.68
O -3.701 3.174 -6.263  -0.66
O -0.296 3.224 -4.737  -0.64
O 6.353 -1.861 3.246  -0.67
O -3.144 5.522 -5.585  -0.67
O 0.765 -1.086 2.673  -0.21
O 0.993 5.195 -5.596  -0.77
O -2.308 -0.449 -0.703  -0.66
O 1.683 -8.821 6.143  -0.66
O -0.354 1.085 -1.054  -0.61
O -1.529 -4.741 4.318  -0.36
O -0.052 0.052 4.671  -0.54
C -2.353 1.009 -4.001  0.17
C 0.117 -7.480 8.716  -0.60
C -2.011 4.846 -8.938  -0.79
C -1.902 -4.181 3.348  0.16
C 5.545 0.635 3.678  -0.69
C 2.037 4.390 -2.266  -0.71
C -2.030 -0.491 -4.002  -0.82
C 0.058 -8.918 8.213  -0.71
C 4.282 -1.412 4.845  -0.67
C -0.046 5.310 -3.160  -0.82
C -0.715 -6.654 7.725  -0.65
C -4.228 5.136 -7.959  -0.76
C 3.599 -0.063 5.035  -0.48
C 4.028 0.795 3.837  -0.48
C -2.016 -2.681 3.186  -0.06
C 2.059 3.725 -3.648  -0.79
C -3.209 5.803 -8.877  -0.60
C -0.289 -7.069 6.312  -0.53
C 0.569 4.670 -1.916  -0.15
C -0.944 -0.675 -2.945  -0.75
C -2.523 1.444 -2.542  -0.69
C -1.696 4.416 -7.500  -0.32
H 0.475 5.323 -1.050  0.43
H 2.591 5.330 -2.300  0.32
H -0.920 -9.365 8.385  0.35
H 0.011 -0.276 -3.287  0.37
H 0.548 -6.476 5.948  0.35
H -2.273 3.972 -9.539  0.32
H -3.027 -2.359 3.459  0.29
H 1.151 -7.130 8.717  0.31
H -1.685 -0.831 -4.978  0.39
H 6.098 1.360 4.272  0.33
H -2.188 2.465 -2.372  0.19
H 5.870 0.680 2.642  0.39
H -0.265 -7.399 9.733  0.34
H 2.514 3.754 -1.523  0.39
H -0.575 -5.584 7.873  0.31
H 3.758 1.841 3.974  0.37
H -0.997 5.092 -7.015  0.13
H -1.846 -2.426 2.134  0.18
H -4.983 5.813 -7.565  0.40
H 3.939 0.400 5.965  0.34
H -1.106 -7.026 5.597  0.31
H -3.629 5.994 -9.864  0.37
H -2.916 -1.073 -3.737  0.33
H -3.545 1.324 -2.185  0.42
H 0.061 3.730 -1.685  -0.11
H -1.520 1.569 -4.421  -0.14
H 3.520 0.440 2.938  0.18
H -0.822 -1.698 -2.596  0.49
H 3.822 -1.984 4.039  0.30
H 0.840 -9.561 8.610  0.39
H -1.318 3.399 -7.441  0.41
H 2.937 3.987 -4.233  0.39
H -4.704 4.283 -8.442  0.34
H -1.775 -6.870 7.870  0.32
H 4.335 -2.015 5.749  0.44
H -1.133 5.274 -3.193  0.43
H 0.301 6.332 -3.303  0.41
H -2.899 6.761 -8.453  0.29
H -3.245 1.240 -4.580  0.39
H 2.517 -0.168 5.087  0.16
H -1.143 5.314 -9.401  0.34
H 1.965 2.642 -3.579  0.31